Record 1
ORCA calculation (ωB97M-V/def2-TZVPD) on a single C16H18N2O3S2 molecule.

Each line ends with the natural charge from an NBO analysis.
Atoms and positions in Å:
S -1.4106 1.4018 0.7526  2.287
S -3.9920 -1.4691 -0.6266  0.202
O -1.1191 -1.0365 -1.3426  -0.654
O -1.3709 0.1378 1.4605  -0.986
O -1.8704 2.5249 1.5153  -0.940
N -2.3437 1.3204 -0.6279  -0.884
N -0.1651 -2.1598 0.3910  -0.619
C 2.5804 1.7349 0.5208  -0.191
C -4.2710 0.0632 0.3334  -0.545
C 3.3924 -1.7469 1.1783  -0.198
C 3.0496 -1.0927 -1.0971  -0.176
C -3.7686 1.3172 -0.3802  -0.245
C 1.6990 -1.3677 -0.9860  -0.273
C 1.1864 -1.8333 0.2203  0.239
C -2.5505 -2.2091 0.2003  -0.638
C 3.9011 -1.2800 -0.0223  -0.243
C 2.7826 2.2254 -0.7593  -0.193
C 1.7049 2.4618 -1.5972  -0.214
C 1.2938 1.4748 0.9603  -0.216
C -1.2172 -1.7064 -0.3333  0.718
C 2.0448 -2.0240 1.3005  -0.272
C 0.4142 2.2143 -1.1568  -0.202
C 0.2267 1.7191 0.1172  -0.240
H 1.6491 -2.3886 2.2380  0.208
H 3.7861 2.4250 -1.1046  0.216
H -4.2773 1.4330 -1.3411  0.211
H -0.3832 -2.5693 1.2891  0.400
H 1.0995 1.0829 1.9461  0.237
H -3.9740 2.1882 0.2484  0.229
H 4.9550 -1.0672 -0.1188  0.213
H 4.0476 -1.8989 2.0233  0.215
H -3.7696 -0.0522 1.2922  0.237
H -5.3484 0.1286 0.4851  0.230
H -2.6267 -3.2807 0.0040  0.251
H -2.0535 0.5137 -1.1818  0.439
H 1.0435 -1.2201 -1.8268  0.252
H -2.6304 -2.0237 1.2704  0.249
H -0.4418 2.3972 -1.7851  0.241
H 3.4385 -0.7335 -2.0379  0.215
H 3.4207 1.5526 1.1726  0.222
H 1.8681 2.8429 -2.5940  0.219

Cartesian forces (eV/Å) of the 2 atoms listed first:
-0.105 0.133 -0.305
0.035 -0.073 0.270

Kohn-Sham gap, eV: 9.325
ΔE to the lowest compared entry with this formula, charge and spin, kJ/mol: 72.1
Structure (SMILES): O=C(CSCCNS(=O)(=O)c1ccccc1)Nc1ccccc1
Lowest unoccupied orbital energy, eV: 0.69

Record 2
ORCA calculation (ωB97M-V/def2-TZVPD) on a single C16H18N2O3S2 molecule.

Each line ends with the natural charge from an NBO analysis.
Atoms and positions in Å:
S 2.0462 -2.2055 -1.6962  0.433
S -0.2078 3.4152 0.5238  0.353
O 4.2797 1.3496 0.4645  -0.556
O -3.8209 0.4201 -0.3733  -0.513
O -2.4508 -1.3394 -0.1325  -0.611
N 0.2920 1.1907 -0.6712  -0.486
N 2.1740 2.1183 0.4097  -0.633
C -1.4812 2.5965 -0.3060  -0.446
C 1.3181 -2.1204 -0.1256  -0.165
C 3.1191 1.1145 0.2320  0.691
C 1.2295 -0.7164 1.9396  -0.415
C -4.7310 -0.1223 0.5889  -0.075
C -5.6604 -1.1487 -0.0411  -0.634
C -2.7234 -0.2862 -0.6426  0.819
C 0.0301 -1.5942 2.2950  -0.398
C 0.8658 2.0980 0.0309  0.269
C -1.8452 0.4527 -1.6363  -0.530
C 2.8738 -0.7244 -1.4339  -0.361
C 1.6823 -0.9921 0.5391  -0.039
C 0.3873 -3.1611 0.3894  -0.446
C 2.5752 -0.1792 -0.2240  -0.172
C 0.2996 -3.0463 1.9113  -0.383
C -1.0271 1.4468 -0.8714  0.150
H -0.5015 -3.6880 2.2804  0.210
H 1.2379 -3.3761 2.3629  0.196
H -5.2889 0.7378 0.9645  0.190
H 0.7204 -4.1567 0.0890  0.215
H -5.0860 -1.9985 -0.4015  0.224
H -6.2001 -0.7065 -0.8750  0.211
H 0.9701 0.3382 2.0574  0.209
H 2.5312 2.9838 0.7979  0.420
H -0.1793 -1.5140 3.3634  0.205
H 2.0591 -0.9244 2.6247  0.212
H -6.3742 -1.4957 0.7003  0.218
H -0.8471 -1.2495 1.7451  0.215
H 3.5038 -0.3201 -2.2002  0.239
H -2.4695 3.0063 -0.3280  0.246
H -4.1563 -0.5787 1.4013  0.199
H -0.6059 -2.9937 -0.0387  0.239
H -2.4771 0.9577 -2.3660  0.241
H -1.1712 -0.2535 -2.1183  0.258

Cartesian forces (eV/Å) of the 2 atoms listed first:
-0.042 0.355 0.446
0.271 -0.658 -0.237

Kohn-Sham gap, eV: 8.889
ΔE to the lowest compared entry with this formula, charge and spin, kJ/mol: 0.0
Structure (SMILES): CCOC(=O)Cc1csc(NC(=O)c2csc3c2CCCC3)n1
Lowest unoccupied orbital energy, eV: 0.51

Record 3
ORCA calculation (ωB97M-V/def2-TZVPD) on a single C16H18N4O2 molecule.

Each line ends with the natural charge from an NBO analysis.
Atoms and positions in Å:
O 1.1350 0.4956 1.3642  -0.651
O -0.2675 -2.5458 -1.5609  -0.651
N -2.2388 7.3167 0.3775  -0.432
N 0.5947 -4.1317 -0.2228  -0.421
N 1.1758 -0.5691 -0.6384  -0.628
N 0.2743 1.5186 -0.5115  -0.609
C -1.0830 5.2590 0.8097  -0.138
C 1.1354 -6.1007 0.9392  -0.406
C -1.3175 4.8280 -0.5231  -0.030
C -0.2339 -5.1918 -0.7763  -0.214
C -0.3774 4.4092 1.6867  -0.134
C 0.8638 0.4833 0.1832  0.795
C -0.1629 2.7551 -0.0511  0.184
C -2.4582 6.9044 -0.8811  0.014
C 0.5129 -2.8789 -0.6824  0.676
C -1.5808 6.5259 1.1792  0.094
C 0.0726 3.1894 1.2735  -0.256
C 1.5382 -4.6361 0.7556  -0.215
C 0.5206 -6.4637 -0.4120  -0.409
C -2.0304 5.7017 -1.3727  -0.236
C 1.4686 -1.8594 -0.0651  -0.321
C -0.8436 3.5700 -0.9291  -0.212
H 0.3832 -6.1863 1.7235  0.207
H -1.2241 -5.1679 -0.3077  0.194
H 0.0765 1.3448 -1.4870  0.394
H 1.9838 -6.7287 1.2001  0.221
H 0.6579 -0.6699 -1.5075  0.410
H -1.0265 3.2470 -1.9453  0.197
H 2.5045 -2.1486 -0.2819  0.211
H -0.3588 -5.0373 -1.8491  0.228
H -3.0097 7.6022 -1.4977  0.193
H 1.3060 -6.6587 -1.1430  0.204
H 1.3446 -1.7990 1.0205  0.249
H -1.4236 6.8920 2.1870  0.185
H 1.4808 -4.0702 1.6886  0.208
H 2.5611 -4.5574 0.3680  0.191
H -0.1976 4.7412 2.6989  0.215
H -2.2317 5.4121 -2.3934  0.212
H 0.6074 2.5361 1.9422  0.260
H -0.1319 -7.3314 -0.3584  0.222

Cartesian forces (eV/Å) of the 2 atoms listed first:
-0.042 0.088 0.382
-0.219 0.058 -0.243

Kohn-Sham gap, eV: 8.784
ΔE to the lowest compared entry with this formula, charge and spin, kJ/mol: 2.6
Structure (SMILES): O=C(NCC(=O)N1CCCC1)Nc1ccc2cnccc2c1
Lowest unoccupied orbital energy, eV: 0.57

Record 4
ORCA calculation (ωB97M-V/def2-TZVPD) on a single C16H18O5 molecule.

Each line ends with the natural charge from an NBO analysis.
Atoms and positions in Å:
O -0.8596 1.8792 4.1803  -0.600
O -0.1860 0.3496 2.6827  -0.524
O 1.2753 -2.3083 -0.8203  -0.409
O -1.9167 0.9265 -3.8313  -0.496
O 2.4478 1.0835 1.3997  -0.573
C -0.2647 -2.1843 -2.7280  -0.207
C -2.6436 0.4879 -4.9529  -0.252
C -0.4651 0.5509 -2.0557  -0.273
C 2.7026 -1.8607 1.0855  -0.677
C 0.3250 -0.2953 -1.2910  0.003
C -0.6669 -0.7158 3.5006  -0.074
C -2.0909 -1.0911 3.1170  -0.631
C 1.1988 -0.1525 -0.1518  -0.298
C -0.3431 1.5997 3.1304  0.808
C -1.0656 -1.3321 -3.4653  -0.312
C 1.4491 0.9946 0.7151  0.606
C 1.7441 -1.3991 0.0570  0.436
C -1.1619 0.0257 -3.1397  0.306
C 0.3683 2.0640 0.7493  -0.503
C 0.2316 2.6144 2.1666  -0.505
C 0.4236 -1.6537 -1.6552  0.223
H 3.7125 -1.8662 0.6749  0.242
H -0.5794 1.6521 0.4080  0.224
H -0.1737 -3.2271 -2.9853  0.226
H -2.7583 -0.2531 3.3030  0.219
H -1.6083 -1.7325 -4.3058  0.222
H 2.6903 -1.1752 1.9283  0.261
H -0.3930 3.5076 2.1988  0.238
H 0.6700 2.8695 0.0751  0.239
H -1.9845 0.0864 -5.7293  0.175
H -3.1514 1.3717 -5.3358  0.201
H -2.1387 -1.3536 2.0625  0.211
H 2.4565 -2.8725 1.4012  0.227
H 0.0195 -1.5476 3.3264  0.186
H -0.5512 1.6053 -1.8563  0.224
H -2.4183 -1.9398 3.7105  0.216
H 1.2242 2.8791 2.5435  0.260
H -3.3894 -0.2663 -4.6813  0.175
H -0.6218 -0.4059 4.5496  0.207

Cartesian forces (eV/Å) of the 2 atoms listed first:
-0.051 -0.036 0.035
0.055 -0.110 -0.250

Kohn-Sham gap, eV: 9.165
ΔE to the lowest compared entry with this formula, charge and spin, kJ/mol: 4.2
Structure (SMILES): CCOC(=O)CCC(=O)c1c(C)oc2ccc(OC)cc12
Lowest unoccupied orbital energy, eV: 0.71